(1)
# C6H42O24

A 21-piece molecular cluster, C6H42O24 overall at a distorted geometry (ωB97M-V/def2-TZVPD, OMol25).

Computed properties:
ΔE to the lowest compared entry with this formula, charge and spin: 0.015 eV
Charge: -2
Frontier orbital gap: 7.483 eV
2S+1: 1

The geometry in XYZ format:
```
72
Properties=species:S:1:pos:R:3:mulliken_charge:R:1
C 7.688 -4.862 -13.818 -0.37
C 7.386 -6.001 -14.607 -0.30
C 7.729 -7.398 -14.100 -0.57
O 7.364 -8.408 -14.721 -0.66
C 8.436 -7.509 -12.901 0.04
C 8.819 -6.395 -12.153 -0.23
C 8.410 -4.990 -12.633 1.08
O 8.746 -4.012 -11.919 -0.53
O 9.339 -6.445 -11.005 -0.62
O 6.671 -5.798 -15.615 -0.63
H 7.369 -3.870 -14.110 1.06
H 8.635 -8.495 -12.499 0.52
O 10.013 -3.818 -16.313 -0.68
H 9.255 -4.058 -15.765 0.36
H 10.474 -3.157 -15.788 0.30
O 11.971 -6.654 -13.355 -0.69
H 12.084 -5.855 -13.886 0.33
H 11.184 -6.453 -12.837 0.31
O 11.590 -7.672 -9.563 -0.73
H 12.134 -7.084 -10.100 0.35
H 10.766 -7.758 -10.066 0.34
O 10.936 -9.417 -15.541 -0.64
H 10.872 -8.465 -15.372 0.30
H 10.491 -9.549 -16.385 0.29
O 10.616 -4.740 -8.413 -0.68
H 10.914 -4.038 -9.004 0.31
H 10.623 -5.543 -8.955 0.37
O 3.796 -4.879 -14.077 -0.70
H 3.456 -5.778 -14.022 0.35
H 4.640 -4.983 -14.538 0.36
O 9.950 -10.971 -13.261 -0.61
H 10.315 -10.156 -13.644 0.29
H 10.230 -11.662 -13.868 0.25
O 5.864 -5.745 -18.414 -0.69
H 6.007 -5.995 -17.485 0.36
H 4.920 -5.881 -18.545 0.31
O 4.590 -8.978 -14.233 -0.76
H 5.556 -8.946 -14.361 0.38
H 4.454 -9.543 -13.468 0.31
O 9.266 -2.105 -10.012 -0.74
H 9.597 -2.441 -10.854 0.39
H 8.737 -2.835 -9.666 0.32
O 7.066 -11.587 -13.752 -0.70
H 7.309 -11.444 -14.680 0.36
H 7.803 -11.209 -13.250 0.37
O 9.483 -2.028 -14.027 -0.66
H 9.210 -1.161 -13.709 0.22
H 9.011 -2.660 -13.451 0.23
O 9.468 -11.372 -10.552 -0.71
H 9.038 -10.556 -10.204 0.47
H 9.734 -11.152 -11.466 0.38
O 5.655 -2.625 -16.566 -0.64
H 6.016 -3.507 -16.749 0.37
H 5.031 -2.468 -17.280 0.27
O 7.615 -10.639 -16.615 -0.66
H 7.678 -9.913 -15.966 0.31
H 8.488 -10.676 -17.017 0.30
O 6.152 -2.761 -11.493 -0.71
H 7.090 -2.996 -11.615 0.35
H 5.665 -3.537 -11.796 0.33
O 8.301 -8.992 -9.715 -0.71
H 8.252 -8.871 -8.761 0.25
H 8.454 -8.089 -10.056 0.35
O 4.007 -7.105 -16.063 -0.66
H 4.882 -6.690 -16.073 0.21
H 4.121 -7.866 -15.459 0.51
O 11.313 -3.857 -12.903 -0.68
H 11.186 -2.987 -13.301 0.35
H 10.466 -3.956 -12.414 0.17
O 7.342 -6.182 -9.206 -0.73
H 8.127 -6.123 -9.814 0.22
H 6.604 -6.409 -9.783 0.38
```

=====

(2)
# C6H43NO14

A 15-piece molecular cluster, C6H43NO14 overall at a distorted geometry (ωB97M-V/def2-TZVPD, OMol25).

Computed properties:
ΔE to the lowest compared entry with this formula, charge and spin: 6.720 eV
Charge: 0
Frontier orbital gap: 8.731 eV
2S+1: 1

The geometry in XYZ format:
```
64
Properties=species:S:1:pos:R:3:mulliken_charge:R:1
C -1.306 -1.171 -0.379 -0.17
N -0.428 -0.196 0.382 1.02
C -0.187 1.044 -0.434 -0.10
C 1.347 1.199 -0.780 2.65
C 2.306 1.401 0.429 -1.78
C 1.338 2.399 -1.689 -1.74
C -1.377 -2.594 0.160 -1.00
H -0.942 -1.236 -1.525 -0.01
H -2.191 -0.634 -0.309 0.59
H 0.500 -0.615 0.607 -0.20
H -0.784 1.163 -1.453 -0.42
H -0.850 1.804 -0.015 0.12
H 1.761 0.354 -1.347 -0.84
H 2.015 2.180 1.101 0.30
H 2.379 0.461 0.948 0.34
H 3.356 1.642 0.032 0.41
H 1.011 3.361 -1.265 0.36
H 0.648 2.209 -2.486 0.42
H 2.360 2.500 -2.172 0.38
H -0.357 -2.806 0.698 -0.14
H -1.167 -3.356 -0.543 0.41
H -2.146 -2.515 0.921 0.32
H -2.261 3.251 -1.203 0.33
H -1.400 3.604 -2.434 0.33
O -1.541 3.897 -1.497 -0.64
H -2.458 0.733 3.062 0.42
H -2.623 -0.628 2.484 0.34
O -3.214 0.033 2.914 -0.83
H 2.044 -0.888 4.224 0.26
H 1.884 -1.256 2.762 0.32
O 1.561 -0.631 3.413 -0.56
H -3.192 1.422 -0.652 0.31
H -4.133 0.557 -1.529 0.30
O -3.334 1.080 -1.510 -0.72
H 0.481 -2.737 -3.275 0.31
H -0.492 -1.996 -4.005 0.26
O 0.423 -1.990 -4.003 -0.59
H 3.706 -0.315 0.058 0.39
H 4.064 -0.678 -1.417 0.27
O 3.984 -1.119 -0.609 -0.67
H 2.734 -2.798 1.023 0.20
H 1.579 -3.409 1.557 0.31
O 2.077 -2.559 1.615 -0.65
H -2.740 -1.485 -3.030 0.29
H -2.468 -0.040 -2.432 0.29
O -2.029 -0.847 -2.864 -0.61
H 2.732 -2.933 -0.817 0.35
H 1.761 -2.206 -1.679 0.26
O 1.821 -2.810 -1.020 -0.56
H 2.905 -0.633 -2.653 0.16
H 2.245 -0.345 -3.883 0.32
O 3.044 -0.262 -3.501 -0.66
H -3.365 1.165 1.474 0.68
H -2.074 0.799 0.843 -0.12
O -2.750 1.541 0.830 -0.83
H -0.341 1.943 3.665 0.37
H -0.110 0.512 3.102 0.28
O -0.585 1.003 3.885 -0.71
H -0.087 -1.960 2.667 0.19
H -0.678 -1.513 3.972 0.35
O -0.892 -1.738 2.996 -0.62
H -1.577 2.585 2.142 0.38
H -0.855 3.803 1.839 0.33
O -1.134 3.255 2.604 -0.72
```

=====

(3)
# C6H4Br3NO3

One molecule with the formula C6H4Br3NO3 at a distorted geometry (ωB97M-V/def2-TZVPD, OMol25).

Computed properties:
ΔE to the lowest compared entry with this formula, charge and spin: 0.000 eV
Charge: 0
Frontier orbital gap: 7.847 eV
2S+1: 1

The geometry in XYZ format:
```
17
Properties=species:S:1:pos:R:3:mulliken_charge:R:1
O -2.812 -1.685 -1.348 -0.57
N -1.818 -1.076 -1.061 0.98
O -0.666 -1.419 -1.140 -0.54
C -2.109 0.306 -0.629 -0.18
Br -3.986 0.567 -0.416 -0.10
C -1.214 1.310 -0.565 -0.23
C 0.216 1.385 -0.690 0.61
Br 0.582 2.841 -1.945 -0.16
C 1.251 0.586 -0.365 -0.40
C 1.413 -0.623 0.491 0.00
Br 2.593 -1.973 -0.186 -0.22
C 1.334 -0.543 1.852 0.06
O 1.689 -1.394 2.841 -0.42
H -1.536 2.375 -0.446 0.38
H 2.133 0.945 -0.913 0.27
H 0.729 0.436 2.184 0.24
H 2.201 -2.040 2.336 0.27
```

=====

(4)
# C6H4BrN2

An isolated ion of composition C6H4BrN2 and charge +1 at a distorted geometry (ωB97M-V/def2-TZVPD, OMol25).

Computed properties:
ΔE to the lowest compared entry with this formula, charge and spin: 4.380 eV
<S²>: 2.05
Charge: +1
Frontier orbital gap (alpha / beta): 4.080 / 7.055 eV
2S+1: 3

The geometry in XYZ format:
```
13
Properties=species:S:1:pos:R:3:lowdin_spin:R:1
C 0.614 -1.360 0.395 0.05
C -0.651 -1.270 -0.043 0.10
C 1.485 -0.387 0.939 0.26
C -1.580 -0.100 -0.021 0.04
C 1.617 0.803 0.415 0.45
C -1.859 0.941 -0.704 0.07
N 1.203 2.732 -0.908 0.72
N 1.318 1.738 -0.363 0.23
Br -1.982 2.398 -1.725 0.03
H 1.063 -2.378 0.347 0.00
H -1.139 -1.928 -0.660 0.01
H 2.257 -0.920 1.505 0.03
H -2.348 -0.270 0.824 0.03
```

=====

(5)
# C6H4Cl2

One molecule with the formula C6H4Cl2 at a distorted geometry (ωB97M-V/def2-TZVPD, OMol25).

Computed properties:
ΔE to the lowest compared entry with this formula, charge and spin: 4.752 eV
Charge: 0
Frontier orbital gap: 9.433 eV
2S+1: 1

The geometry in XYZ format:
```
12
Properties=species:S:1:pos:R:3:mulliken_charge:R:1
C -3.338 0.336 1.001 0.23
C -2.334 0.256 0.344 -0.87
C -1.085 0.277 -0.382 0.19
Cl -0.620 -1.405 -0.717 -0.15
C -0.373 1.369 -0.275 0.03
C 0.915 1.299 -0.720 -0.25
C 1.983 0.743 -0.387 -0.44
Cl 2.175 -0.445 0.903 -0.17
H -4.223 0.542 1.467 0.52
H -1.077 2.212 0.079 0.29
H 1.367 2.117 -1.311 0.23
H 2.893 0.913 -0.877 0.39
```

=====

(6)
# C6H4Cl2F3N

One molecule with the formula C6H4Cl2F3N at a distorted geometry (ωB97M-V/def2-TZVPD, OMol25).

Computed properties:
ΔE to the lowest compared entry with this formula, charge and spin: 0.831 eV
Charge: 0
Frontier orbital gap: 10.343 eV
2S+1: 1

The geometry in XYZ format:
```
16
Properties=species:S:1:pos:R:3:mulliken_charge:R:1
F -4.057 -0.968 1.619 -0.25
C -3.160 -1.268 0.667 0.68
F -3.715 -2.210 -0.119 -0.24
F -2.126 -1.797 1.331 -0.26
C -2.564 -0.040 -0.424 0.69
Cl -3.884 0.331 -1.491 -0.14
N -1.691 -0.732 -1.268 -0.60
C -0.443 -0.751 -1.089 -0.21
C 0.308 0.128 -0.045 -0.82
C -0.616 1.279 0.394 -0.40
C -1.934 1.055 0.366 0.16
Cl -3.022 2.366 0.698 -0.18
H 0.111 -1.267 -1.786 0.51
H 1.214 0.392 -0.502 0.42
H 0.810 -0.477 0.760 0.30
H -0.472 2.301 0.825 0.33
```